(1)
Below is the molecule CFNO2S2, with properties calculated with wB97M-V/def2-TZVPD.

Values from the calculation:
F_max   3.55 eV/Å
HOMO level   -11.44 eV
SMILES   N#CSS(=O)(=O)F
HOMO-LUMO gap   9.115 eV
Energy   -31007.578 eV
Relative energy (zero: lowest compared OMol25 entry of this formula, charge and spin)   64.93 kJ/mol

Geometry as XYZ:
```
7
Properties=species:S:1:pos:R:3:nbo_charge:R:1
S 0.8253 0.5322 0.1504 2.17
S -1.3228 0.8356 0.5373 0.23
F 0.9140 -1.1872 0.4323 -0.48
O 1.4192 1.1721 1.2723 -0.85
O 1.3019 0.7778 -1.1640 -0.81
N -1.6833 -1.5225 -0.9236 -0.23
C -1.4542 -0.6080 -0.3047 -0.03
```

---

(2)
Below is a structure of composition CH26CuO16, with properties calculated with wB97M-V/def2-TZVPD.

Values from the calculation:
F_max   7.81 eV/Å
HOMO level   -4.48 eV
HOMO-LUMO gap   6.108 eV
Charge   -1
Energy   -78858.838 eV
Relative energy (zero: lowest compared OMol25 entry of this formula, charge and spin)   81.33 kJ/mol

Geometry as XYZ:
```
44
Properties=species:S:1:pos:R:3:nbo_charge:R:1
Cu 0.5821 -0.4193 -1.4868 0.91
O -0.2969 -1.3203 -3.0448 -0.95
O 2.9071 -1.9603 -1.2698 -0.92
O -2.9349 -1.2623 -0.4838 -0.91
O 0.6741 -0.9503 0.1452 -0.98
O -0.6549 -3.3233 0.3032 -0.98
O -1.6049 -0.6383 3.2062 -0.98
O 1.7001 1.0097 -2.0598 -0.97
O 2.6351 0.6847 0.8112 -0.97
O -2.7809 1.7207 1.1332 -0.98
O -1.4289 2.9777 -1.3658 -0.99
O -2.0609 0.8807 -3.3768 -0.94
O 0.1101 3.1677 1.6722 -0.97
O -0.4739 0.6167 1.4232 -0.81
O -0.8569 0.4887 -0.7708 -0.88
O 1.3671 0.5467 3.2802 -0.97
O 1.9021 -2.4893 1.8742 -0.96
C -0.2539 0.1327 0.2702 0.96
H 1.9101 0.1867 0.5102 0.49
H -0.6469 3.7577 1.8792 0.47
H -1.9619 1.1967 1.1522 0.48
H 3.6841 -1.6333 -0.8498 0.46
H 1.5711 1.8547 -1.6698 0.51
H 2.1671 0.1887 2.7842 0.45
H 2.6591 1.0237 -2.2958 0.49
H 3.1761 -2.1613 -2.1718 0.46
H -1.7279 0.8137 -2.4938 0.49
H 0.8081 0.7167 2.4992 0.48
H -1.0929 -0.1273 2.5072 0.48
H -2.6229 -1.5463 -1.3198 0.44
H 3.4241 0.1337 0.8372 0.45
H 0.2341 -1.9743 -3.4518 0.49
H -2.1479 -0.7573 -0.2558 0.47
H 1.6091 -1.8933 1.1632 0.49
H -1.8109 0.0897 -3.8368 0.45
H 2.4401 -1.9363 2.4402 0.44
H -1.3239 2.1157 -0.9668 0.49
H -0.1909 2.2857 1.7492 0.49
H -1.2439 -3.5613 1.0022 0.47
H -0.4089 -2.3763 0.4272 0.49
H -3.1009 1.7017 0.2582 0.46
H -0.9619 3.6947 -0.8848 0.48
H -1.1869 -1.6713 -3.1488 0.49
H -1.7859 0.0157 3.8772 0.45
```

---

(3)
Below is a structure of composition C32H30KN5O8, with properties calculated with wB97M-V/def2-TZVPD.

Values from the calculation:
F_max   2.34 eV/Å
HOMO level   -1.27 eV
HOMO-LUMO gap   5.139 eV
Charge   -2
Energy   -73825.999 eV
Relative energy (zero: lowest compared OMol25 entry of this formula, charge and spin)   84.71 kJ/mol

Geometry as XYZ:
```
76
Properties=species:S:1:pos:R:3:mulliken_charge:R:1
K 0.6623 -0.5881 -0.2869 1.32
O 2.2346 -0.9004 -1.9232 -0.33
O -3.4398 -2.5129 2.3523 -0.82
O 0.7209 1.3380 1.0513 -0.59
O -4.0178 1.5902 5.5323 -0.63
O 0.6721 -3.7654 -1.8021 -0.32
O -4.3436 3.4426 4.4489 -0.65
O -2.4079 -2.9411 -2.3542 -0.27
O -1.5084 -2.0881 1.3115 -0.60
N 3.0159 0.0946 0.4456 0.61
N -2.7370 1.3291 -3.8705 0.03
N 2.7942 0.5618 1.6886 -0.99
N -1.4143 0.5740 -2.2529 0.10
N -3.9451 2.2683 4.5005 1.01
C -3.0149 2.5167 2.2804 -0.61
C -0.1075 1.0437 5.2495 -0.62
C -3.2921 0.3026 3.2222 -0.21
C -2.7627 -0.2472 2.0681 -0.25
C -0.5539 -4.2624 -1.3281 0.09
C -0.0622 2.6592 -1.9756 -0.20
C -3.2433 -2.9003 -1.2106 -0.21
C 3.9007 -1.4513 -3.4785 -0.37
C 1.5994 1.0806 1.8996 0.17
C 4.5097 -0.5961 -1.2869 0.96
C 0.1939 0.8077 3.9218 0.00
C -1.8891 2.3652 -3.5627 0.23
C -2.3868 0.2881 -3.0477 -0.65
C 6.2179 -1.1926 -2.9135 -0.59
C 0.0797 3.9344 -2.4820 -0.83
C -3.4134 1.6875 3.3303 -0.10
C -2.3756 0.5845 1.0225 0.56
C -0.7431 4.4228 -3.4992 -0.36
C -1.7463 3.6524 -4.0557 -1.13
C 1.7003 -3.8506 -0.8559 -0.55
C -1.0570 1.8652 -2.5313 0.29
C 2.1268 2.2121 4.1094 -0.32
C 5.2235 -1.5550 -3.8185 -0.38
C 1.3243 1.3741 3.3446 -0.21
C 1.8124 2.4686 5.4339 -0.56
C -2.5575 -1.7694 1.9114 -0.12
C 0.6985 1.8780 6.0079 -0.40
C 5.8437 -0.7194 -1.6712 -0.63
C -2.5005 1.9583 1.1304 -0.35
C -1.6068 -4.0888 -2.4279 -0.64
C 4.2048 -0.0632 0.0104 -1.07
C 3.4589 -0.9744 -2.2058 -0.53
H 5.5064 -1.9263 -4.8003 0.34
H 2.9933 2.6692 3.6524 0.40
H -3.4646 1.3345 -4.5658 0.19
H 0.5502 2.2728 -1.1781 0.62
H 5.0635 0.2332 0.6399 0.11
H 3.1287 -1.7319 -4.1823 0.37
H -3.1078 3.5856 2.3999 0.47
H -0.5934 5.4313 -3.8607 0.35
H 7.2649 -1.2828 -3.1829 0.34
H -0.4375 0.1714 3.3209 0.57
H -2.6782 -2.7323 -0.2958 -0.12
H 0.8487 4.5794 -2.0839 0.42
H -1.9662 0.1451 0.1269 0.34
H -0.9798 0.5836 5.6928 0.39
H -1.0759 -4.0073 -3.3799 0.28
H 2.0174 -4.8980 -0.7175 0.36
H 0.4428 2.0658 7.0425 0.37
H -3.6173 -0.3324 4.0352 0.47
H -0.4461 -5.3370 -1.0956 0.32
H -2.8708 -0.6682 -3.0840 0.55
H -0.8513 -3.7414 -0.4121 0.00
H 2.5261 -3.2583 -1.2387 -0.01
H -3.8121 -3.8345 -1.1200 0.37
H 6.6146 -0.4280 -0.9625 0.28
H -2.3858 4.0369 -4.8395 0.37
H 2.4306 3.1438 6.0177 0.34
H 1.3878 -3.4466 0.1124 0.28
H -3.9320 -2.0692 -1.3529 0.22
H -2.1641 2.5893 0.3220 0.40
H -2.2597 -4.9799 -2.4456 0.31
```

---

(4)
Below is a cluster of 2 separate species, CHN3OS in total, with properties calculated with wB97M-V/def2-TZVPD.

Values from the calculation:
F_max   10.75 eV/Å
HOMO level (alpha / beta)   -5.79 / -10.87 eV
HOMO-LUMO gap (alpha / beta)   6.406 / 8.077 eV
Spin multiplicity   3
Energy   -18400.118 eV
Relative energy (zero: lowest compared OMol25 entry of this formula, charge and spin)   229.63 kJ/mol

Geometry as XYZ:
```
7
Properties=species:S:1:pos:R:3:nbo_charge:R:1
S -2.2296 0.3191 -0.4946 0.06
O -0.7865 -1.8030 0.3697 -0.47
N 0.2940 1.9446 -0.0251 -0.06
N 1.4599 0.0005 -0.3229 -0.22
N 0.8820 0.9940 -0.0204 -0.05
C -1.3908 -0.8687 0.0606 0.42
H 1.7709 -0.5866 0.4328 0.32
```

---

(5)
Below is the molecule C3H5NO2, with properties calculated with wB97M-V/def2-TZVPD.

Values from the calculation:
F_max   4.82 eV/Å
HOMO level   -9.94 eV
SMILES   C/C(C=O)=N\O
HOMO-LUMO gap   9.873 eV
Energy   -8773.976 eV
Relative energy (zero: lowest compared OMol25 entry of this formula, charge and spin)   358.76 kJ/mol

Geometry as XYZ:
```
11
Properties=species:S:1:pos:R:3:nbo_charge:R:1
O 2.6464 -1.0322 -0.1202 -0.48
O -1.6404 -1.1190 -0.0292 -0.53
N -0.3182 -1.2964 -0.0110 -0.05
C -0.5992 0.9652 -0.0903 -0.67
C 1.8560 -0.1209 0.0650 0.41
C 0.3373 -0.1452 -0.0711 0.04
H 2.0199 1.0047 0.3716 0.10
H -0.0095 1.8741 -0.1840 0.21
H -1.0623 0.9263 0.8890 0.24
H -1.9870 -2.0691 0.0640 0.50
H -1.2431 1.0126 -0.8839 0.24
```

---

(6)
Below is the molecule C4H6N2O2, with properties calculated with wB97M-V/def2-TZVPD.

Values from the calculation:
F_max   4.71 eV/Å
HOMO level   -8.74 eV
SMILES   C=C/C(=N\N)OC=O
HOMO-LUMO gap   9.375 eV
Energy   -11317.364 eV
Relative energy (zero: lowest compared OMol25 entry of this formula, charge and spin)   354.90 kJ/mol

Geometry as XYZ:
```
14
Properties=species:S:1:pos:R:3:nbo_charge:R:1
O 2.7654 0.1276 0.8926 -0.55
O 1.5700 -0.6798 -0.8313 -0.50
N -1.7858 -1.2714 0.3660 -0.65
N -0.5140 -1.4399 -0.1199 -0.25
C -1.3436 1.5558 -0.2097 -0.35
C 2.6579 -0.3910 -0.1344 0.66
C 0.3045 -0.5059 -0.1796 0.46
C -0.1217 0.9863 -0.0085 -0.28
H 0.8032 1.5452 0.0263 0.21
H -2.2914 0.9965 -0.5577 0.23
H -1.4058 2.5711 -0.0280 0.20
H -2.3435 -2.0252 0.2574 0.36
H 3.5450 -0.4642 -0.8273 0.11
H -1.8401 -1.0050 1.3540 0.36
```

---

Please write out number 1 again, unchanged.
Below is the molecule CFNO2S2, with properties calculated with wB97M-V/def2-TZVPD.

Values from the calculation:
F_max   3.55 eV/Å
HOMO level   -11.44 eV
SMILES   N#CSS(=O)(=O)F
HOMO-LUMO gap   9.115 eV
Energy   -31007.578 eV
Relative energy (zero: lowest compared OMol25 entry of this formula, charge and spin)   64.93 kJ/mol

Geometry as XYZ:
```
7
Properties=species:S:1:pos:R:3:nbo_charge:R:1
S 0.8253 0.5322 0.1504 2.17
S -1.3228 0.8356 0.5373 0.23
F 0.9140 -1.1872 0.4323 -0.48
O 1.4192 1.1721 1.2723 -0.85
O 1.3019 0.7778 -1.1640 -0.81
N -1.6833 -1.5225 -0.9236 -0.23
C -1.4542 -0.6080 -0.3047 -0.03
```

---

Copy entry 5 word for word.
Below is the molecule C3H5NO2, with properties calculated with wB97M-V/def2-TZVPD.

Values from the calculation:
F_max   4.82 eV/Å
HOMO level   -9.94 eV
SMILES   C/C(C=O)=N\O
HOMO-LUMO gap   9.873 eV
Energy   -8773.976 eV
Relative energy (zero: lowest compared OMol25 entry of this formula, charge and spin)   358.76 kJ/mol

Geometry as XYZ:
```
11
Properties=species:S:1:pos:R:3:nbo_charge:R:1
O 2.6464 -1.0322 -0.1202 -0.48
O -1.6404 -1.1190 -0.0292 -0.53
N -0.3182 -1.2964 -0.0110 -0.05
C -0.5992 0.9652 -0.0903 -0.67
C 1.8560 -0.1209 0.0650 0.41
C 0.3373 -0.1452 -0.0711 0.04
H 2.0199 1.0047 0.3716 0.10
H -0.0095 1.8741 -0.1840 0.21
H -1.0623 0.9263 0.8890 0.24
H -1.9870 -2.0691 0.0640 0.50
H -1.2431 1.0126 -0.8839 0.24
```

---

- Look up the relative energy (zero: lowest compared OMol25 entry of this formula, charge and spin) of the third one.
  84.71 kJ/mol

---

- What is the energy in the second record?
  -78858.838 eV